No. 1
An isolated molecule of C17H22N4O2S in a non-equilibrium geometry. Source: OMol25; level of theory: wB97M-V/def2-TZVPD.

## Properties
Total energy   -1428.7086 Ha
HOMO level   -8.437 eV
ΔE to the lowest compared entry with this formula, charge and spin   27.36 kcal/mol
2S+1   1
Total charge   0

Geometry (Å):
C (1.745, 4.137, -1.588)
C (2.009, 3.177, -0.432)
N (1.249, 1.964, -0.587)
C (-0.087, 1.820, -0.347)
S (-1.044, 3.065, 0.391)
C (-2.684, 2.277, 0.366)
C (-2.876, 1.313, 1.535)
O (-3.484, 1.635, 2.536)
N (-2.299, 0.119, 1.342)
C (-2.427, -0.962, 2.284)
C (-3.420, -2.023, 1.775)
C (-3.527, -3.216, 2.749)
C (-3.194, -4.430, 1.877)
C (-2.387, -3.792, 0.745)
O (-3.003, -2.543, 0.523)
N (-0.501, 0.642, -0.742)
N (0.553, -0.005, -1.260)
C (1.600, 0.770, -1.174)
C (2.936, 0.404, -1.625)
C (3.090, -0.159, -2.889)
C (4.345, -0.524, -3.337)
C (5.455, -0.339, -2.528)
C (5.303, 0.198, -1.260)
C (4.050, 0.567, -0.805)
H (0.692, 4.407, -1.622)
H (2.331, 5.041, -1.454)
H (2.023, 3.675, -2.533)
H (1.717, 3.639, 0.515)
H (3.069, 2.919, -0.399)
H (-3.393, 3.100, 0.459)
H (-2.786, 1.776, -0.595)
H (-1.833, -0.076, 0.457)
H (-1.444, -1.420, 2.433)
H (-2.790, -0.545, 3.227)
H (-4.386, -1.535, 1.604)
H (-4.517, -3.285, 3.192)
H (-2.797, -3.106, 3.552)
H (-2.633, -5.195, 2.410)
H (-4.105, -4.872, 1.475)
H (-2.423, -4.348, -0.192)
H (-1.337, -3.660, 1.043)
H (2.217, -0.304, -3.505)
H (4.459, -0.957, -4.319)
H (6.435, -0.622, -2.880)
H (6.163, 0.324, -0.619)
H (3.935, 0.947, 0.200)

Löwdin population analysis, charges in e, atoms 1 to 5: -0.06, -0.20, -0.01, -0.61, 1.01

No. 2
A cluster of 10 separate species, C3H22NO12 in total in a non-equilibrium geometry. Source: OMol25; level of theory: wB97M-V/def2-TZVPD.

## Properties
Total energy   -1085.2357 Ha
HOMO level   -6.277 eV
ΔE to the lowest compared entry with this formula, charge and spin   72.61 kcal/mol
2S+1   1
Total charge   -1

Geometry (Å):
O (3.445, 0.859, 2.223)
C (2.722, -0.093, 2.349)
C (1.775, -0.538, 1.234)
N (1.158, -1.791, 1.663)
C (-0.161, -2.081, 1.263)
O (-0.494, -3.275, 1.313)
O (-0.850, -1.097, 0.845)
H (2.326, -0.507, 3.314)
H (1.016, 0.253, 1.263)
H (2.156, -0.672, 0.215)
H (1.693, -2.642, 1.730)
H (1.170, -3.152, -1.758)
H (0.456, -2.725, -3.067)
O (1.303, -2.835, -2.652)
H (0.907, 2.089, -1.125)
H (1.986, 2.015, 0.030)
O (1.529, 2.595, -0.591)
H (2.724, -1.458, -2.357)
H (3.511, -0.653, -1.359)
O (3.581, -0.995, -2.257)
H (-1.105, 2.317, 2.684)
H (-0.795, 0.742, 2.691)
O (-0.519, 1.619, 2.397)
H (-3.025, -0.405, 2.406)
H (-2.387, -0.384, 1.003)
O (-2.926, 0.160, 1.619)
H (-0.298, 1.280, -2.940)
H (-1.699, 1.706, -3.079)
O (-0.828, 2.096, -2.929)
H (-1.223, 2.315, 0.658)
H (-2.803, 2.422, 0.234)
O (-1.984, 2.872, 0.468)
H (-3.847, 1.106, -0.885)
H (-3.062, -0.244, -0.787)
O (-3.645, 0.285, -1.335)
H (-0.418, -0.399, -0.730)
H (-1.141, -0.453, -2.054)
O (-0.248, -0.331, -1.697)

Löwdin population analysis, charges in e, atoms 1 to 5: 0.04, -0.24, -0.16, 0.03, -0.73

No. 3
A cluster of 3 separate species, C4H15NO2 in total in a non-equilibrium geometry. Source: OMol25; level of theory: wB97M-V/def2-TZVPD.

## Properties
Total energy   -366.5789 Ha
HOMO level   -8.902 eV
ΔE to the lowest compared entry with this formula, charge and spin   45.32 kcal/mol
2S+1   1
Total charge   0

Geometry (Å):
C (0.080, 0.173, -2.362)
C (1.287, -0.179, -1.462)
C (1.080, -0.720, -0.077)
N (-0.114, -0.100, 0.590)
C (-0.317, -0.785, 1.956)
H (-0.665, -0.609, -2.261)
H (0.394, 0.276, -3.404)
H (-0.256, 1.195, -2.190)
H (1.718, 0.793, -1.216)
H (2.070, -0.641, -2.069)
H (1.943, -0.460, 0.546)
H (0.921, -1.800, 0.086)
H (-0.896, -0.521, 0.095)
H (-0.729, -1.768, 1.736)
H (-0.927, -0.028, 2.430)
H (0.638, -0.894, 2.447)
O (1.163, 3.454, 2.650)
H (0.802, 2.641, 3.009)
H (1.899, 3.680, 3.248)
O (-3.344, -0.912, -1.059)
H (-3.435, -0.993, -2.006)
H (-3.312, -1.800, -0.686)

Löwdin population analysis, charges in e, atoms 1 to 5: -0.11, -0.25, -0.28, -0.12, -0.10

No. 4
A structure of composition C28H29FMoNO in a non-equilibrium geometry. Source: OMol25; level of theory: wB97M-V/def2-TZVPD.

## Properties
Total energy   -1382.0593 Ha
Expectation value of S²   2.039
HOMO level (spin up / spin down)   -10.934 / -11.368 eV
ΔE to the lowest compared entry with this formula, charge and spin   0.00 kcal/mol
2S+1   3
Total charge   +1

Geometry (Å):
C (0.567, -2.967, 0.336)
C (-0.803, -2.547, 0.320)
C (-0.978, -1.670, -0.790)
H (-1.614, -2.948, 0.909)
C (0.293, -1.547, -1.469)
C (1.219, -2.383, -0.786)
H (0.431, -1.083, -2.436)
C (1.143, -0.725, 3.583)
C (0.056, -1.581, 3.294)
C (-0.948, -0.835, 2.600)
H (-0.066, -2.603, 3.635)
C (-0.435, 0.516, 2.458)
C (0.875, 0.564, 3.057)
H (-1.917, -1.286, -1.171)
H (2.222, -2.594, -1.147)
H (0.996, -3.674, 1.035)
H (1.428, 1.492, 3.205)
H (-2.006, -1.081, 2.487)
H (1.998, -0.969, 4.204)
Mo (0.493, -0.632, 0.647)
C (-1.080, 1.640, 1.684)
C (-0.686, 2.988, 2.304)
C (-2.600, 1.497, 1.663)
H (-0.896, 2.928, 3.380)
H (-1.290, 3.812, 1.906)
H (0.376, 3.234, 2.170)
H (-2.967, 1.433, 2.692)
H (-2.935, 0.602, 1.127)
H (-3.059, 2.373, 1.189)
C (-0.518, 1.393, 0.248)
C (-0.187, 2.493, -0.741)
H (-1.175, 0.665, -0.258)
H (0.591, 1.083, 0.402)
O (0.846, 3.115, -0.471)
N (-0.940, 2.555, -1.917)
C (-0.644, 1.497, -2.922)
H (-0.865, 3.480, -2.351)
C (-1.796, 0.573, -3.189)
C (-1.627, -0.523, -4.043)
H (-0.681, -0.648, -4.576)
C (-2.656, -1.454, -4.193)
H (-2.507, -2.328, -4.828)
C (-3.878, -1.264, -3.538)
H (-4.689, -1.994, -3.653)
C (-4.074, -0.124, -2.749)
H (-5.037, 0.071, -2.268)
C (-3.031, 0.800, -2.572)
H (-3.162, 1.703, -1.970)
H (0.227, 0.926, -2.556)
H (-0.298, 1.972, -3.856)
F (6.870, -0.680, 1.068)
C (5.505, -0.601, 0.972)
C (4.747, -1.621, 1.548)
C (3.359, -1.528, 1.440)
C (2.754, -0.468, 0.764)
C (3.536, 0.555, 0.233)
C (4.934, 0.488, 0.314)
H (5.216, -2.453, 2.066)
H (2.739, -2.302, 1.888)
H (3.058, 1.397, -0.262)
H (5.567, 1.265, -0.113)

Löwdin population analysis, charges in e, atoms 1 to 5: -0.15, -0.14, -0.16, 0.13, -0.16

No. 5
A structure of composition C10H25AlBrClFLi2Mg2NO10P in a non-equilibrium geometry. Source: OMol25; level of theory: wB97M-V/def2-TZVPD.

## Properties
Total energy   -5334.3643 Ha
HOMO level   -15.657 eV
2S+1   1
Total charge   +3

Geometry (Å):
C (3.336, 0.299, -0.875)
C (2.349, 0.773, 0.367)
P (1.128, 2.169, -0.086)
C (0.046, 1.056, -1.235)
C (-1.325, 0.487, -0.476)
N (-2.108, -0.244, -1.586)
O (1.930, 2.588, -1.613)
C (1.933, 4.068, -1.667)
C (2.141, 4.575, -0.103)
O (2.030, 3.401, 0.823)
H (4.287, 0.993, -0.990)
H (2.780, 0.125, -1.890)
H (3.757, -0.770, -0.548)
H (1.699, -0.188, 0.635)
H (3.083, 1.042, 1.266)
H (0.136, 3.229, -0.170)
H (0.365, 1.804, 1.114)
H (0.621, 0.082, -1.592)
H (-0.203, 1.686, -2.193)
H (-1.026, -0.289, 0.376)
H (-2.004, 1.342, -0.054)
H (-1.390, -0.832, -2.104)
H (-2.427, 0.463, -2.288)
H (0.822, 4.291, -2.003)
H (2.633, 4.497, -2.503)
H (3.160, 5.193, -0.066)
H (1.175, 5.255, 0.042)
C (-2.232, -3.319, 2.437)
C (-1.093, -3.412, 1.434)
C (-0.454, -4.791, 1.446)
O (-0.106, -2.432, 1.749)
H (-1.872, -3.495, 3.457)
H (-2.674, -2.317, 2.426)
H (-3.015, -4.050, 2.213)
H (-1.468, -3.188, 0.430)
H (-0.031, -5.019, 2.431)
H (0.372, -4.839, 0.729)
H (-1.184, -5.566, 1.193)
H (0.232, -2.623, 2.640)
Mg (0.085, -1.758, -0.529)
F (-1.715, -0.295, 1.863)
Li (0.985, 5.148, -3.742)
O (-3.491, 5.470, 0.978)
Cl (-3.515, 4.356, 0.051)
O (-3.678, 3.117, 0.788)
O (-2.270, 4.317, -0.691)
O (-4.623, 4.518, -0.871)
Mg (-1.223, 1.210, -3.541)
C (-0.903, -8.698, 0.920)
O (-0.429, -9.792, 1.184)
O (-1.817, -8.148, 1.544)
O (-0.541, -7.971, -0.013)
Li (-1.223, 5.101, 1.347)
Br (3.877, 1.020, -3.407)
Al (5.077, 0.365, 0.954)

Löwdin population analysis, charges in e, atoms 1 to 5: -0.49, -0.32, 0.54, -0.32, -0.26

No. 6
A cluster of 2 separate species, C4H9NO in total. Source: OMol25; level of theory: wB97M-V/def2-TZVPD.

## Properties
Total energy   -287.7534 Ha
HOMO level   -9.092 eV
ΔE to the lowest compared entry with this formula, charge and spin   49.62 kcal/mol
2S+1   1
Total charge   0

Geometry (Å):
C (-1.145, -0.001, 0.933)
C (-0.398, 0.117, -0.367)
C (-1.176, -0.039, -1.640)
N (0.802, 0.532, -0.353)
H (-1.889, -0.805, 0.929)
H (-1.686, 0.946, 1.037)
H (-0.472, -0.105, 1.789)
H (-0.513, -0.219, -2.491)
H (-1.678, 0.923, -1.788)
H (-1.939, -0.819, -1.590)
H (1.211, 0.623, -1.283)
C (2.203, -0.274, 1.194)
O (1.881, -0.001, 2.329)
H (1.871, -1.207, 0.691)
H (2.925, 0.329, 0.612)

Löwdin population analysis, charges in e, atoms 1 to 5: -0.03, -0.45, -0.04, 0.10, 0.08